w | # C4H10N3

A gas-phase ion, C4H10N3 (charge +1) (wB97M-V/def2-TZVPD, the OMol25 dataset).

## Properties
⟨S²⟩: 2.017
Frontier orbital gap (spin up / spin down), eV: 11.1721 / 5.5950
Spin multiplicity: 3
Lowest unoccupied orbital energy (spin up / spin down), eV: -2.89 / -8.24
Net charge: +1

Positions of all 17 atoms, in Å:
C -0.265 0.547 0.037
C 2.154 0.404 0.160
C -1.395 1.503 -0.403
C -1.803 -1.329 0.510
N 0.919 1.092 0.247
N -0.486 -0.725 0.211
N 2.143 -0.867 -0.451
H 2.858 1.174 -0.577
H 2.795 0.521 1.027
H -1.463 1.578 -1.535
H -1.122 2.437 0.078
H -2.345 1.243 -0.087
H -2.085 -1.792 -0.476
H -1.738 -2.357 0.975
H -2.528 -0.609 0.950
H 3.042 -1.409 -0.415
H 1.318 -1.411 -0.253

***

x | # C4H10N3

A gas-phase ion, C4H10N3 (charge +1) (wB97M-V/def2-TZVPD, the OMol25 dataset).

## Properties
⟨S²⟩: 2.008
Frontier orbital gap (spin up / spin down), eV: 5.7704 / 7.6625
Spin multiplicity: 3
Lowest unoccupied orbital energy (spin up / spin down), eV: -3.68 / -6.94
Net charge: +1

Positions of all 17 atoms, in Å:
C -1.262 -0.865 1.021
C 0.235 -1.730 -0.344
C 0.211 -0.211 -0.628
C -1.093 1.684 -0.021
N -0.584 -1.899 0.815
N -0.793 0.270 0.111
N 1.646 0.388 0.061
H -1.793 -0.573 1.890
H -0.172 -2.391 -1.173
H 1.313 -2.117 -0.113
H 0.251 0.210 -1.670
H -1.659 2.010 0.850
H -0.011 2.241 -0.107
H -1.694 1.749 -1.009
H 1.756 1.378 -0.042
H 2.226 -0.191 -0.627
H 1.422 0.046 0.985

***

Which of them is most stable? Easy: w.

***

w | # C2H3NS3

C2H3NS3 in the gas phase (wB97M-V/def2-TZVPD, the OMol25 dataset).

## Properties
Frontier orbital gap, eV: 7.7666
Lowest unoccupied orbital energy, eV: -1.20
Net charge: 0
Structure (SMILES): S=C(S)/C=N/S

Positions of all 9 atoms, in Å:
S -2.610 -1.311 -0.178
C -1.419 -0.190 0.062
S -1.766 1.579 -0.133
C -0.077 -0.806 0.058
N 0.869 0.094 -0.032
S 2.484 -0.317 -0.190
H -0.414 1.867 0.029
H -0.091 -1.817 0.303
H 3.024 0.901 0.082

***

x | # C2H3NS3

C2H3NS3 in the gas phase (wB97M-V/def2-TZVPD, the OMol25 dataset).

## Properties
Frontier orbital gap (spin up / spin down), eV: 6.4573 / 6.3369
Lowest unoccupied orbital energy (spin up / spin down), eV: -1.64 / -1.81
Net charge: 0

Positions of all 9 atoms, in Å:
C -1.037 -0.700 0.144
C -1.492 0.725 -0.062
N 0.166 -0.901 0.416
S -0.461 1.994 0.163
S 3.055 -0.264 0.095
S 1.484 1.127 0.489
H -1.877 -1.415 -0.059
H -2.398 0.736 -0.677
H 2.560 -1.304 -0.508

***

Which of them is most stable? Easy: w.

***

w | # C4H5N3O2S

2 unconnected molecules or ions with the total composition C4H5N3O2S (wB97M-V/def2-TZVPD, the OMol25 dataset).

## Properties
Frontier orbital gap (spin up / spin down), eV: 5.0976 / 5.0510
Lowest unoccupied orbital energy (spin up / spin down), eV: -3.92 / -3.95
Net charge: 0

Positions of all 15 atoms, in Å:
C 1.548 -0.272 0.801
C 0.126 -0.940 -1.031
C -1.249 -0.107 1.958
C 0.732 0.161 -0.268
N 2.287 -0.396 1.644
N -0.657 -0.489 -2.056
N 0.718 1.481 -0.543
O 0.921 2.257 0.372
O 0.456 1.835 -1.711
S 0.161 -2.481 -0.381
H -1.496 -1.024 1.641
H -0.164 0.084 2.360
H -1.979 0.549 2.361
H -0.495 0.487 -2.383
H -0.907 -1.146 -2.766

***

x | # C4H5N3O2S

C4H5N3O2S in the gas phase (wB97M-V/def2-TZVPD, the OMol25 dataset).

## Properties
Frontier orbital gap, eV: 8.1830
Lowest unoccupied orbital energy, eV: -0.35
Net charge: 0

Positions of all 15 atoms, in Å:
C 1.665 1.625 -0.221
C 0.719 0.785 0.169
C -1.008 -0.835 -0.037
C -1.613 -1.740 -1.053
N 1.852 2.568 0.881
N 1.322 2.361 1.926
N 0.098 -0.145 -0.618
O -1.408 -0.719 1.109
O 0.825 -0.219 2.546
S 0.194 0.930 1.915
H 2.305 1.699 -1.120
H -2.500 -2.113 -0.669
H -0.955 -2.504 -1.299
H -1.804 -1.325 -1.950
H 0.307 -0.366 -1.578

***

Which of them is most stable? Easy: x.

***

w | # C3H9NP2

C3H9NP2 in the gas phase (wB97M-V/def2-TZVPD, the OMol25 dataset).

## Properties
Frontier orbital gap, eV: 9.5354
Lowest unoccupied orbital energy, eV: 0.79
Net charge: 0
Structure (SMILES): [H]/N=C/[PH]#[PH]CC

Positions of all 15 atoms, in Å:
H -1.678 -2.724 0.973
N -1.088 -1.876 0.960
C -1.713 -0.775 1.195
P -1.447 1.228 1.199
P -0.335 1.637 -0.632
C 0.737 0.021 -0.425
C 2.070 0.004 -1.193
H -2.633 -0.844 1.632
H -2.695 1.273 0.479
H 0.413 2.652 0.002
H 1.017 0.031 0.666
H -0.062 -0.624 -0.758
H 2.065 0.108 -2.268
H 2.833 0.833 -0.851
H 2.515 -0.947 -0.981

***

x | # C3H9NP2

A molecular structure, C3H9NP2 (wB97M-V/def2-TZVPD, the OMol25 dataset).

## Properties
Frontier orbital gap, eV: 8.8337
Lowest unoccupied orbital energy, eV: 1.02
Net charge: 0

Positions of all 15 atoms, in Å:
C -2.719 0.184 0.397
C 2.642 0.687 0.534
C -0.117 -1.286 0.155
N 0.180 0.912 -0.777
P -1.302 -0.044 -0.481
P 1.385 -0.127 -0.243
H -3.457 0.782 -0.124
H -2.571 0.464 1.430
H 3.514 0.061 0.691
H 2.316 1.202 1.433
H -0.262 -1.432 1.229
H -0.151 -2.257 -0.339
H 0.262 2.022 -0.749
H -1.603 -0.408 -1.778
H 1.883 -0.760 -1.378

***

Which of them is most stable? Easy: w.